[1]
Density functional theory data (ωB97M-V/def2-TZVPD) for a structure of composition C49H43AsN3O2PPt.

The calculation puts the HOMO energy at -12.29 eV. Its total charge is +2. The energy relative to the best compared isomer or geometry (same formula, charge and spin) is 152.2 kJ/mol. The HOMO-LUMO gap comes out at 5.63 eV.

```
100
Properties=species:S:1:pos:R:3:mulliken_charge:R:1
Pt 0.569 0.010 -0.136 2.51
C 1.089 4.269 0.503 -0.80
O 1.314 3.501 1.741 -0.43
C 1.051 2.258 1.443 0.65
N 0.595 1.996 0.250 -0.24
C 0.249 3.317 -0.358 -0.36
C 0.385 3.426 -1.853 0.44
C -0.106 2.424 -2.683 -0.22
C -0.138 2.605 -4.058 -0.84
C 0.299 3.797 -4.615 -0.52
C 0.776 4.806 -3.792 -0.89
C 0.815 4.623 -2.417 -0.38
C 1.258 1.171 2.440 0.10
C 1.816 1.197 3.706 -0.55
C 1.981 -0.029 4.355 -0.60
C 1.664 -1.236 3.728 -0.39
C 1.102 -1.164 2.465 0.15
N 0.849 0.018 1.915 -0.31
C 0.733 -2.236 1.501 0.59
N 0.250 -1.943 0.324 -0.31
C -0.235 -3.238 -0.237 -0.36
C 0.596 -4.241 0.555 -0.79
O 0.887 -3.498 1.800 -0.44
C -0.279 -3.299 -1.734 0.18
C -1.083 -2.360 -2.374 -0.32
C -1.357 -2.487 -3.725 -0.92
C -0.826 -3.549 -4.445 -0.54
C -0.011 -4.474 -3.814 -0.88
C 0.256 -4.357 -2.455 0.00
H 2.065 4.518 0.087 0.48
H 0.554 5.165 0.804 0.37
H -0.807 3.485 -0.115 0.67
H -0.494 1.500 -2.263 0.48
H -0.518 1.817 -4.696 0.44
H 0.256 3.942 -5.686 0.48
H 1.110 5.742 -4.219 0.49
H 1.166 5.441 -1.800 0.43
H 2.124 2.126 4.164 0.60
H 2.407 -0.046 5.349 0.49
H 1.864 -2.187 4.200 0.62
H -1.271 -3.330 0.114 0.69
H 1.552 -4.509 0.105 0.47
H 0.043 -5.125 0.855 0.37
H -1.537 -1.552 -1.803 0.55
H -2.000 -1.765 -4.211 0.43
H -1.053 -3.657 -5.497 0.46
H 0.396 -5.307 -4.370 0.46
H 0.861 -5.117 -1.980 0.42
C 3.233 1.393 -1.975 0.19
C 4.705 1.242 -2.340 -0.92
As 5.273 2.780 -3.446 0.30
C 7.074 2.148 -3.858 0.33
C 7.641 2.565 -5.062 -0.45
C 8.940 2.211 -5.387 -0.64
C 9.693 1.439 -4.511 -0.48
C 9.139 1.026 -3.311 -0.68
C 7.835 1.381 -2.984 -0.07
C 4.381 2.137 -5.062 -0.01
C 4.611 0.874 -5.604 0.11
C 3.979 0.484 -6.772 -0.75
C 3.104 1.354 -7.416 -0.58
C 2.868 2.611 -6.886 -0.68
C 3.510 3.000 -5.716 -0.47
P 2.476 -0.168 -1.451 -1.82
C 3.497 -0.873 -0.140 1.11
C 3.515 -2.253 0.067 -0.60
C 4.215 -2.796 1.133 -0.80
C 4.888 -1.962 2.017 -0.98
C 4.857 -0.587 1.831 -1.14
C 4.169 -0.043 0.756 -0.79
C 2.594 -1.205 -2.914 2.35
C 1.687 -0.944 -3.938 -0.38
C 1.842 -1.551 -5.172 -0.82
C 2.887 -2.437 -5.386 -0.93
C 3.795 -2.699 -4.372 -1.11
C 3.660 -2.074 -3.142 -0.94
H 2.636 1.692 -2.844 -0.28
H 3.071 2.167 -1.221 0.64
H 4.890 0.327 -2.904 0.54
H 5.327 1.211 -1.445 0.55
H 7.067 3.160 -5.763 0.37
H 9.365 2.539 -6.326 0.40
H 10.706 1.164 -4.766 0.39
H 9.723 0.432 -2.622 0.40
H 7.433 1.046 -2.036 0.31
H 5.311 0.196 -5.127 0.45
H 4.180 -0.491 -7.195 0.53
H 2.626 1.056 -8.339 0.46
H 2.205 3.297 -7.398 0.51
H 3.344 3.995 -5.319 0.45
H 3.005 -2.912 -0.625 0.62
H 4.246 -3.868 1.267 0.52
H 5.449 -2.383 2.840 0.48
H 5.387 0.065 2.513 0.56
H 4.173 1.031 0.614 0.47
H 0.864 -0.256 -3.787 0.23
H 1.145 -1.331 -5.970 0.55
H 3.001 -2.914 -6.350 0.58
H 4.626 -3.369 -4.546 0.46
H 4.416 -2.239 -2.383 0.55
```



[2]
Density functional theory data (ωB97M-V/def2-TZVPD) for a structure of composition C49H43FeO4S2Se2.

The calculation puts the HOMO energy (alpha / beta) at -6.86 / -6.91 eV. As for the spin multiplicity: 6. The HOMO-LUMO gap (alpha / beta) comes out at 6.09 / 6.15 eV.

```
101
Properties=species:S:1:pos:R:3:mulliken_spin:R:1
Fe -0.199 -1.116 1.498 4.20
O -2.879 0.099 4.980 0.00
C -2.148 -0.758 5.835 0.01
C -1.503 -1.971 5.140 0.01
C -1.247 -3.041 6.221 0.00
O -2.412 -3.704 6.694 0.00
C -2.454 -2.577 4.094 0.02
Se -2.397 -2.055 2.195 0.33
C -0.104 -1.630 4.622 0.01
Se 0.074 0.041 3.599 0.29
H -2.295 0.323 4.235 0.01
H -2.873 -1.093 6.584 0.00
H -1.363 -0.208 6.376 0.00
H -0.698 -2.583 7.055 0.00
H -0.615 -3.824 5.802 0.00
H -3.013 -3.054 7.069 0.00
H -3.477 -2.351 4.382 0.01
H -2.348 -3.660 4.104 0.01
H 0.282 -2.448 4.015 0.00
H 0.571 -1.503 5.471 0.00
C -2.208 3.841 4.268 0.00
C -2.296 3.051 2.995 0.00
C -1.292 3.118 2.032 0.01
C -1.345 2.338 0.890 0.02
C -2.422 1.481 0.705 0.01
C -3.444 1.412 1.641 0.00
C -3.377 2.199 2.777 0.00
S -2.535 0.340 -0.666 0.01
O -1.575 -0.784 -0.352 0.02
C -2.112 1.710 -1.904 0.00
C -3.377 2.370 -1.914 0.00
C -3.531 3.659 -2.302 0.00
C -2.394 4.423 -2.632 0.00
C -2.490 5.816 -2.872 0.00
C -1.377 6.553 -3.144 0.00
C -0.117 5.921 -3.184 0.00
C -0.004 4.574 -2.996 0.00
C -1.146 3.769 -2.723 0.00
C -1.022 2.340 -2.497 0.00
C 0.271 1.823 -3.098 0.00
C 0.498 2.130 -4.485 0.00
C -0.545 2.531 -5.357 0.00
C -0.296 2.792 -6.674 0.00
C 1.012 2.688 -7.189 0.00
C 2.036 2.295 -6.376 0.00
C 1.803 1.991 -5.014 0.00
C 2.864 1.534 -4.187 0.00
C 2.616 1.113 -2.922 0.00
C 1.306 1.234 -2.403 0.00
S 0.588 0.218 -1.162 0.01
O 1.166 0.271 0.238 0.05
C 1.119 -1.349 -1.817 0.02
C 0.292 -2.020 -2.701 -0.01
C 0.667 -3.279 -3.146 0.00
C 1.850 -3.870 -2.708 0.00
C 2.218 -5.266 -3.123 0.00
C 2.668 -3.163 -1.828 0.01
C 2.309 -1.907 -1.374 -0.01
H -1.243 4.340 4.359 0.00
H -2.337 3.178 5.126 0.00
H -2.992 4.601 4.313 0.00
H -0.438 3.766 2.194 0.00
H -0.548 2.398 0.162 -0.01
H -4.262 0.714 1.503 0.00
H -4.150 2.114 3.531 0.00
H -4.245 1.818 -1.571 0.00
H -4.512 4.117 -2.307 0.00
H -3.466 6.282 -2.816 0.00
H -1.452 7.620 -3.315 0.00
H 0.774 6.511 -3.363 0.00
H 0.978 4.122 -3.023 0.00
H -1.554 2.618 -4.975 0.00
H -1.108 3.081 -7.328 0.00
H 1.200 2.910 -8.232 0.00
H 3.043 2.196 -6.764 0.00
H 3.859 1.466 -4.610 0.00
H 3.387 0.663 -2.310 0.00
H -0.649 -1.582 -3.015 0.00
H 0.018 -3.821 -3.824 0.00
H 1.639 -5.594 -3.986 0.00
H 2.025 -5.961 -2.302 0.00
H 3.278 -5.339 -3.370 0.00
H 3.585 -3.616 -1.465 0.00
H 2.919 -1.384 -0.647 -0.01
C 5.265 -2.710 1.932 -0.01
C 4.506 -1.544 2.170 0.00
C 3.146 -1.559 2.020 0.00
C 2.455 -2.735 1.621 -0.29
C 1.032 -2.755 1.424 0.44
C 0.464 -3.948 1.034 -0.17
C 1.229 -5.117 0.809 -0.02
C 2.581 -5.097 0.982 0.02
C 3.229 -3.904 1.392 0.00
C 4.636 -3.862 1.557 0.01
H 6.342 -2.689 2.053 0.00
H 5.004 -0.632 2.478 0.00
H 2.574 -0.661 2.211 0.00
H -0.609 -4.003 0.893 0.01
H 0.730 -6.031 0.504 0.00
H 3.181 -5.986 0.814 0.00
H 5.207 -4.767 1.377 0.00
```



[3]
Density functional theory data (ωB97M-V/def2-TZVPD) for a structure of composition C49H44BrClI2N4O2P2Ti.

The calculation puts the HOMO energy (alpha / beta) at -10.79 / -10.79 eV. Its total charge is +2. The HOMO-LUMO gap (alpha / beta) comes out at 3.55 / 3.55 eV.

```
106
Properties=species:S:1:pos:R:3:mulliken_charge:R:1
Ti -2.477 -0.751 -1.688 0.18
C 1.863 1.951 1.988 -1.79
N 2.918 1.031 1.540 1.09
C 2.640 -0.064 0.603 -2.20
P 1.769 0.494 -1.105 0.83
C 2.866 1.818 -1.589 0.32
C 2.339 2.925 -2.263 -0.26
C 3.181 3.792 -2.949 -0.54
C 4.580 3.593 -2.901 -0.62
C 5.126 2.492 -2.183 -0.88
C 4.238 1.622 -1.514 -0.41
C 2.391 -0.904 -2.137 0.85
C 3.028 -0.677 -3.394 -0.94
C 3.538 -1.727 -4.139 -0.64
C 3.632 -2.998 -3.618 -0.80
C 3.003 -3.244 -2.372 -0.43
C 2.376 -2.221 -1.697 -0.28
C 4.060 0.885 2.391 0.49
C 4.650 2.043 3.024 -0.47
C 5.710 1.896 3.937 -0.74
C 6.274 0.664 4.212 -0.59
C 5.691 -0.460 3.595 -0.75
C 4.609 -0.364 2.741 0.00
P 0.142 1.100 2.207 1.20
C -0.539 2.348 3.304 0.64
C -1.125 2.077 4.579 -0.36
C -1.911 3.001 5.235 -0.78
C -2.222 4.211 4.594 -0.46
C -1.624 4.527 3.355 -0.79
C -0.776 3.607 2.753 -0.57
C 0.544 -0.253 3.443 0.07
C -0.435 -1.280 3.452 -0.35
C -0.411 -2.325 4.360 -0.47
C 0.527 -2.349 5.367 -0.66
C 1.469 -1.302 5.432 -0.76
C 1.490 -0.261 4.500 -0.35
H 1.740 2.746 1.236 0.27
H 2.128 2.395 2.966 0.80
H 1.906 -0.774 1.034 0.38
H 3.553 -0.638 0.504 1.03
H 1.263 3.103 -2.278 0.34
H 2.753 4.581 -3.571 0.42
H 5.223 4.242 -3.467 0.42
H 6.163 2.343 -2.054 0.52
H 4.679 0.769 -0.981 0.28
H 3.101 0.312 -3.808 0.42
H 3.865 -1.564 -5.170 0.46
H 4.120 -3.795 -4.164 0.41
H 3.011 -4.235 -1.903 0.43
H 1.875 -2.496 -0.753 0.23
H 4.184 2.989 2.839 0.57
H 6.053 2.792 4.461 0.39
H 7.164 0.601 4.824 0.42
H 6.196 -1.432 3.690 0.36
H 4.257 -1.291 2.256 0.35
H -0.791 1.182 5.081 0.29
H -2.391 2.765 6.181 0.42
H -2.885 4.917 5.105 0.40
H -1.770 5.505 2.910 0.43
H -0.264 3.825 1.826 0.37
H -1.204 -1.282 2.681 0.50
H -1.165 -3.142 4.265 0.28
H 0.591 -3.224 6.010 0.40
H 2.110 -1.250 6.342 0.38
H 2.175 0.582 4.583 0.46
I -5.099 0.547 3.083 0.14
C -5.680 0.521 1.060 -0.63
C -7.009 0.853 0.806 -0.59
C -7.532 0.710 -0.455 -0.22
I -9.513 1.127 -0.702 0.20
C -6.717 0.136 -1.546 0.08
C -7.129 -0.024 -2.909 -0.30
C -6.226 -0.451 -3.881 -1.32
C -4.999 -0.936 -3.429 -0.05
N -4.512 -0.764 -2.204 0.28
C -5.366 -0.180 -1.235 0.43
C -4.773 0.047 0.038 0.59
O -3.478 -0.123 0.084 0.22
H -7.599 1.302 1.611 0.36
H -8.207 0.151 -3.099 0.19
H -6.481 -0.386 -4.924 0.48
H -4.419 -1.569 -4.106 0.66
Br -0.048 -2.517 -7.888 -0.05
C -0.627 -1.914 -6.144 -0.01
C -1.460 -0.773 -5.980 -0.89
C -1.977 -0.562 -4.706 -0.30
N -1.690 -1.326 -3.635 0.56
C -0.820 -2.374 -3.770 -0.33
C -0.378 -2.749 -5.049 -0.63
H -1.573 -0.051 -6.768 0.51
H -2.603 0.323 -4.499 0.45
H -0.659 -2.964 -2.888 0.41
H 0.169 -3.673 -5.042 0.50
C -1.313 -3.905 0.988 -1.74
C -2.027 -3.247 -0.160 0.77
N -3.140 -3.822 -0.609 -0.17
O -1.462 -2.212 -0.790 0.16
H -1.942 -3.752 1.855 0.49
H -0.321 -3.505 1.138 0.29
H -1.238 -4.982 0.836 0.55
H -3.352 -4.715 -0.192 0.29
H -3.667 -3.542 -1.431 0.11
Cl -1.917 2.331 -0.606 -0.07
C -1.610 1.037 -1.871 0.40
H -0.511 0.957 -1.909 -0.64
H -1.868 1.555 -2.776 0.63
```



[4]
Density functional theory data (ωB97M-V/def2-TZVPD) for a structure of composition C49H44N5O7P5SSe2V.

The calculation puts the HOMO energy (alpha / beta) at -1.63 / -2.28 eV. Its total charge is -2. The energy relative to the best compared isomer or geometry (same formula, charge and spin) is 57.1 kJ/mol. As for the spin multiplicity: 4. The HOMO-LUMO gap (alpha / beta) comes out at 5.37 / 6.02 eV.

```
114
Properties=species:S:1:pos:R:3:mulliken_spin:R:1
V -0.839 0.814 0.051 2.80
S -2.382 -0.419 1.587 -0.02
C -3.902 0.341 1.860 0.02
C -4.799 -0.211 2.798 0.01
C -5.994 0.419 3.046 0.00
C -6.300 1.593 2.359 0.01
C -5.374 2.045 1.437 0.00
N -4.217 1.448 1.179 -0.01
H -4.521 -1.121 3.310 0.00
H -6.687 0.006 3.771 0.00
H -7.225 2.130 2.527 0.00
H -5.570 2.940 0.859 0.00
O -0.219 4.898 0.288 0.00
P 0.014 3.668 1.338 0.00
O 0.168 4.200 2.699 0.00
O -1.045 2.668 0.964 0.04
O 1.446 3.088 0.830 0.01
P 1.796 2.620 -0.677 0.01
O 3.118 1.727 -0.364 0.00
O 2.180 3.767 -1.529 0.00
O 0.754 1.637 -1.131 0.01
H 0.427 5.594 0.467 0.00
H 3.886 2.314 -0.402 0.00
Se 4.542 -3.292 2.109 0.00
P 4.011 -1.369 2.805 0.00
C 4.049 -1.261 4.626 0.00
C 3.857 -0.049 5.290 0.00
C 3.920 -0.003 6.671 0.00
C 4.174 -1.158 7.401 0.00
C 4.367 -2.363 6.743 0.00
C 4.306 -2.414 5.360 0.00
C 5.199 -0.088 2.256 0.00
C 6.466 -0.469 1.821 0.00
C 7.364 0.483 1.375 0.00
C 7.002 1.825 1.356 0.00
C 5.736 2.208 1.782 0.00
C 4.831 1.258 2.225 0.00
C 2.428 -0.717 2.309 -0.01
C 1.615 -0.779 1.168 0.04
N 0.636 0.131 1.368 -0.06
N 0.824 0.695 2.536 0.05
N 1.890 0.221 3.117 0.00
P 1.412 -1.901 -0.200 0.01
Se -0.334 -1.491 -1.358 0.03
C 1.201 -3.519 0.592 0.00
C 0.207 -3.598 1.566 0.00
C -0.049 -4.807 2.187 0.00
C 0.670 -5.940 1.829 0.00
C 1.649 -5.861 0.851 0.00
C 1.920 -4.650 0.234 0.00
C 2.897 -1.961 -1.233 0.00
C 2.859 -2.720 -2.402 0.00
C 3.967 -2.776 -3.227 0.00
C 5.109 -2.053 -2.905 0.00
C 5.137 -1.274 -1.760 0.00
C 4.033 -1.228 -0.922 0.00
H 3.628 0.848 4.734 0.00
H 3.757 0.939 7.178 0.00
H 4.213 -1.118 8.483 0.00
H 4.562 -3.268 7.303 0.00
H 4.457 -3.347 4.835 0.00
H 6.724 -1.520 1.816 0.00
H 8.343 0.177 1.026 0.00
H 7.701 2.570 0.995 0.00
H 5.435 3.247 1.746 0.00
H 3.827 1.563 2.495 0.00
H -0.374 -2.720 1.828 0.01
H -0.816 -4.862 2.948 0.00
H 0.468 -6.885 2.318 0.00
H 2.218 -6.741 0.577 0.00
H 2.710 -4.583 -0.502 0.00
H 1.950 -3.247 -2.669 0.00
H 3.934 -3.370 -4.133 0.00
H 5.971 -2.083 -3.561 0.00
H 6.015 -0.689 -1.512 0.00
H 4.045 -0.589 -0.054 0.00
N -1.311 3.753 -2.208 0.01
H -1.130 4.683 -2.576 0.00
H -0.468 3.214 -2.391 0.00
H -1.308 3.868 -1.200 0.00
C -1.544 1.683 -6.414 0.00
C -2.628 2.412 -5.950 0.00
C -3.083 2.240 -4.651 0.00
C -2.470 1.326 -3.802 -0.03
C -1.379 0.602 -4.273 0.01
C -0.917 0.781 -5.567 0.00
P -2.987 0.994 -2.069 0.13
C -4.567 1.938 -1.963 0.01
C -5.808 1.306 -1.946 0.00
C -6.984 2.041 -1.878 0.00
C -6.943 3.425 -1.817 0.00
C -5.712 4.063 -1.799 0.00
C -4.538 3.328 -1.864 0.00
C -3.695 -0.686 -2.407 -0.05
C -3.668 -1.650 -1.405 0.03
C -4.201 -2.914 -1.625 0.00
C -4.769 -3.231 -2.846 0.00
C -4.806 -2.275 -3.853 0.00
C -4.274 -1.017 -3.635 0.00
H -1.182 1.825 -7.425 0.00
H -3.121 3.127 -6.599 0.00
H -3.921 2.825 -4.299 0.00
H -0.868 -0.094 -3.618 -0.02
H -0.056 0.218 -5.906 0.00
H -5.873 0.228 -1.972 0.00
H -7.933 1.520 -1.860 0.00
H -7.861 4.000 -1.765 0.00
H -5.658 5.143 -1.726 0.00
H -3.585 3.830 -1.848 0.00
H -3.232 -1.413 -0.441 -0.01
H -4.159 -3.648 -0.830 0.00
H -5.178 -4.220 -3.020 0.00
H -5.248 -2.511 -4.814 0.00
H -4.313 -0.283 -4.429 0.00
```



Number 1: DFT total energy -4903.74261 Ha. Number 2: DFT total energy -9056.82699 Ha. Number 3: DFT total energy -7424.35885 Ha. Number 4: DFT total energy -10546.49679 Ha.